<i>
An isolated ion of composition C3H7IN and charge +1, computed with the ωB97M-V functional and the def2-TZVPD basis.

Summary:
**E_LUMO (spin up / spin down)**: -5.03 / -5.12 eV
**Kohn-Sham gap (spin up / spin down)**: 8.2524 / 8.4439 eV

Structure (ORCA input):
```
! wB97M-V def2-TZVPD RIJCOSX def2/J DEFGRID3
* xyz 1 1
C 0.115 -1.377 -0.004
C -1.156 0.221 0.523
C 1.137 0.921 -0.259
N -0.039 -0.025 -0.387
I -3.134 0.017 0.021
H 0.800 -1.573 0.844
H -0.753 -1.966 -0.279
H -0.776 0.460 1.535
H 1.509 0.936 0.764
H 1.923 0.554 -0.775
H 0.751 1.768 -0.658
H -0.378 0.064 -1.325
*
```

Charges obtained by natural (NBO) population analysis, quoted in units of e: -0.1914, -0.2650, -0.3732, -0.4264, 0.3867, 0.2446, 0.2414, 0.2481, 0.2355, 0.2341, 0.2278, 0.4378

<ii>
A 2-piece molecular cluster, C3H7IN overall, computed with the ωB97M-V functional and the def2-TZVPD basis.

Summary:
**E_LUMO**: -5.44 eV
**Kohn-Sham gap**: 7.8162 eV

Structure (ORCA input):
```
! wB97M-V def2-TZVPD RIJCOSX def2/J DEFGRID3
* xyz 1 1
C 1.239 -1.396 0.479
C -0.059 -0.730 0.703
C 1.073 1.087 -0.807
N 0.663 -0.136 -0.192
I -3.598 0.618 -0.080
H 2.149 -1.383 1.252
H 1.289 -2.338 -0.169
H -0.916 -0.580 1.355
H 1.332 0.752 -1.838
H 0.180 1.676 -0.746
H 1.939 1.410 -0.266
H -5.291 1.020 0.309
*
```

Charges obtained by natural (NBO) population analysis, quoted in units of e: -0.2437, 0.2655, -0.4123, -0.1769, -0.1747, 0.2615, 0.2507, 0.2831, 0.2581, 0.2501, 0.2581, 0.1805

Energies in hartree, measured from the most stable structure: <i> 0.0126; <ii> 0.0000.